<P>
Computed, not measured: 2 unconnected molecules or ions with the total composition C5H6OS, with wB97M-V/def2-TZVPD.

Computed properties:
Highest occupied orbital energy = -8.7 eV
Gap between HOMO and LUMO = 9.21 eV
LUMO level = 0.466 eV

The geometry in XYZ format:
```
13
Properties=species:S:1:pos:R:3:lowdin_charge:R:1
S 2.3764 -0.0875 -0.7708 0.674
O -2.1953 0.3090 -0.8454 0.018
C -0.7445 -1.0488 0.1485 -0.053
C -0.1721 0.2346 0.0854 -0.351
C 1.2040 0.7026 0.3152 -0.582
C -1.1414 1.0431 -0.5460 -0.063
C -1.9921 -0.9088 -0.4134 -0.147
H 1.2765 1.7130 0.0577 0.007
H -2.8618 -1.6897 -0.4628 0.164
H -0.4126 -1.9590 0.5920 0.107
H -1.2160 1.9538 -1.0424 0.119
H 1.7002 -1.3247 -0.9451 -0.088
H 1.7911 0.6551 1.9600 0.194
```

<Q>
Computed, not measured: 2 unconnected molecules or ions with the total composition C5H6OS, with wB97M-V/def2-TZVPD.

Computed properties:
Highest occupied orbital energy = -8.8 eV
Gap between HOMO and LUMO = 8.92 eV
LUMO level = 0.156 eV

The geometry in XYZ format:
```
13
Properties=species:S:1:pos:R:3:lowdin_charge:R:1
S -1.4105 1.7528 1.4029 0.990
O 0.6317 -1.8697 -1.2276 -0.199
C -0.1573 0.0544 -0.1498 -0.282
C -0.2285 0.7816 2.0734 -0.489
C 0.3543 -0.1414 1.2268 -0.136
C 0.6685 -0.4813 -1.3214 -0.325
C -1.1360 1.1022 -0.1123 -0.417
H -1.6934 1.4331 -0.9605 0.054
H 0.0886 0.7837 3.1355 0.078
H 0.3259 -0.1789 -2.4431 0.149
H 1.7561 -0.1662 -1.2218 0.130
H -0.5110 -2.2817 -1.8053 0.299
H 1.3115 -0.7887 1.4031 0.147
```

Top of the stability list: <Q>, leading by 0.0243 hartree.

<P>
Computed, not measured: a molecular structure, C5H6OS, with wB97M-V/def2-TZVPD.

Computed properties:
Highest occupied orbital energy = -8.5 eV
Gap between HOMO and LUMO = 8.66 eV
LUMO level = 0.183 eV

The geometry in XYZ format:
```
13
Properties=species:S:1:pos:R:3:lowdin_charge:R:1
S -2.7485 -0.2803 0.1684 0.815
O 0.6388 -0.1889 1.4087 -0.107
C 0.8292 0.6373 0.0910 -0.200
C -0.0810 -1.1461 0.3862 -0.162
C 0.9916 -0.7384 -0.6924 -0.030
C -0.5947 1.2079 0.0418 -0.187
C -1.2234 -0.0789 0.1783 -0.844
H 0.6025 -0.9319 -1.6710 0.105
H -0.7979 1.7334 -0.8849 0.125
H -1.0476 1.8004 0.8002 0.115
H 1.8182 1.2871 -0.0281 0.171
H 1.9127 -1.2095 -0.4143 0.106
H -0.3000 -2.0920 0.6159 0.092
```

<Q>
Computed, not measured: a single C5H6OS molecule, with wB97M-V/def2-TZVPD.

Computed properties:
Highest occupied orbital energy (alpha / beta) = -6.9 / -6.9 eV
Gap between HOMO and LUMO (alpha / beta) = 6.91 / 6.71 eV
LUMO level (alpha / beta) = 0.014 / -0.147 eV

The geometry in XYZ format:
```
13
Properties=species:S:1:pos:R:3:lowdin_charge:R:1
S -3.8271 -0.2488 0.1240 0.648
O -1.7314 2.9531 0.0341 0.106
C -1.1157 1.9394 -0.1097 -0.164
C 0.2535 -0.1677 -0.3222 -0.213
C -2.2307 -0.3272 -0.0966 -0.644
C 0.2457 1.3566 -0.0846 -0.167
C -0.9689 -0.9459 0.2197 -0.300
H 0.5832 1.4348 0.8882 0.093
H 0.8633 1.8973 -0.8854 0.159
H 1.2074 -0.5192 0.1035 0.120
H -0.8639 -0.7149 1.2680 0.116
H -0.8933 -2.0585 0.0437 0.139
H 0.1134 -0.2861 -1.3995 0.108
```

Top of the stability list: <P>, leading by 0.0204 hartree.

<P>
Computed, not measured: a single C6H5N3O2 molecule, with wB97M-V/def2-TZVPD.

Computed properties:
Highest occupied orbital energy (alpha / beta) = -9.7 / -8.6 eV
Gap between HOMO and LUMO (alpha / beta) = 8.21 / 7.53 eV
LUMO level (alpha / beta) = -1.486 / -1.091 eV

The geometry in XYZ format:
```
16
Properties=species:S:1:pos:R:3:lowdin_charge:R:1
O -0.0519 0.6112 2.8675 0.055
O -0.2022 -1.3950 2.0387 0.085
N 2.0932 0.4842 1.0391 0.202
N -0.1354 -0.1871 1.9311 -0.397
N -0.2330 1.6852 0.3950 0.127
C -1.4142 -2.2435 -2.2621 -0.090
C -0.7584 -0.5011 -0.4576 0.056
C -1.0277 -1.1896 -1.3901 -0.076
C 2.1237 1.7171 0.8865 -0.194
C -0.2221 0.3131 0.5863 -0.211
C 0.7977 2.3936 0.4292 -0.058
H -2.2977 -1.9813 -2.9116 0.100
H -1.6407 -2.9311 -1.4346 0.101
H 2.9827 2.3228 1.0718 0.096
H -0.7167 -2.5261 -3.1110 0.108
H 0.7026 3.4277 0.3218 0.094
```

<Q>
Computed, not measured: a single C6H5N3O2 molecule, with wB97M-V/def2-TZVPD.

Computed properties:
Highest occupied orbital energy (alpha / beta) = -6.8 / -6.8 eV
Gap between HOMO and LUMO (alpha / beta) = 5.59 / 5.40 eV
LUMO level (alpha / beta) = -1.225 / -1.436 eV

The geometry in XYZ format:
```
16
Properties=species:S:1:pos:R:3:lowdin_charge:R:1
O -3.3231 -1.8881 -0.3874 0.047
O -3.0349 0.2763 -0.2263 -0.061
N -2.6566 -1.0589 0.1565 0.014
N 1.4880 -0.8914 1.0120 0.026
N 2.4968 -1.6207 0.5786 0.040
C 1.0508 0.0269 0.0658 -0.287
C 1.9480 -0.1453 -1.0250 0.002
C -1.0367 1.6437 0.3677 -0.125
C 0.0457 0.8900 0.2561 0.097
C -2.3987 1.3756 0.1199 -0.177
C 2.8056 -1.1589 -0.6300 -0.157
H -3.0883 2.1980 0.2565 0.107
H 1.0144 -1.1318 1.8691 0.162
H -0.8755 2.6675 0.7011 0.113
H 3.6226 -1.5909 -1.1737 0.099
H 1.9421 0.4082 -1.9409 0.102
```

Top of the stability list: <Q>, leading by 0.0248 hartree.

<P>
Computed, not measured: a single C6H11N molecule, with wB97M-V/def2-TZVPD.

Computed properties:
Highest occupied orbital energy = -7.6 eV
Gap between HOMO and LUMO = 8.61 eV
LUMO level = 0.972 eV
SMILES string = C=C/C(N)=C/CC

The geometry in XYZ format:
```
18
Properties=species:S:1:pos:R:3:lowdin_charge:R:1
N 1.6317 0.3564 -0.5889 0.087
C 0.6813 1.3388 1.4386 -0.117
C 0.7571 0.1993 0.4652 -0.356
C 1.6028 2.3302 1.6150 0.007
C -0.6358 -1.2946 -1.0163 -0.227
C -0.3592 -0.5816 0.2725 -0.132
C -2.1649 -1.8658 -0.8997 -0.078
H -2.8616 -1.0869 -1.2586 0.065
H 2.3612 1.1021 -0.3409 0.110
H 1.5763 3.0438 2.4675 0.066
H -2.3388 -2.7503 -1.5263 0.057
H -0.5179 -0.6129 -1.7801 0.058
H -1.1478 -0.0561 0.7666 0.082
H 1.5335 -0.2110 -1.4337 0.089
H -0.2737 1.5310 1.9151 0.095
H 0.2396 -2.0226 -1.1404 0.126
H 2.3318 2.5235 0.8853 0.014
H -2.4157 -1.9432 0.1590 0.053
```

<Q>
Computed, not measured: a single C6H11N molecule, with wB97M-V/def2-TZVPD.

Computed properties:
Highest occupied orbital energy = -6.7 eV
Gap between HOMO and LUMO = 7.61 eV
LUMO level = 0.910 eV
SMILES string = C/C=C/C(C)=C/N

The geometry in XYZ format:
```
18
Properties=species:S:1:pos:R:3:lowdin_charge:R:1
N 1.5754 1.3279 -1.7301 0.100
C 1.2984 -1.6754 -0.8859 -0.043
C 0.4675 0.7589 -1.1858 -0.130
C 0.2939 -0.5178 -0.6863 -0.311
C -1.9341 0.3797 2.1362 -0.166
C -0.4491 -0.5430 0.4696 -0.154
C -1.5477 0.2157 0.7380 -0.211
H 1.9520 -1.6608 -0.0106 0.077
H -0.9495 0.3169 2.6204 0.058
H 0.7474 -2.6225 -0.9717 0.087
H -2.2806 1.3813 2.4972 0.074
H -0.1091 -1.0733 1.4171 0.141
H 1.9328 -1.3501 -1.6485 0.030
H -2.6649 -0.4098 2.5935 0.101
H -0.3263 1.4787 -1.2843 0.116
H -1.9609 0.9570 0.0367 0.097
H 1.5285 2.1880 -2.0677 0.025
H 2.4264 0.8485 -2.0378 0.110
```

<R>
Computed, not measured: a single C6H11N molecule, with wB97M-V/def2-TZVPD.

Computed properties:
Highest occupied orbital energy = -8.5 eV
Gap between HOMO and LUMO = 9.55 eV
LUMO level = 1.024 eV
SMILES string = CC=C=NCCC

The geometry in XYZ format:
```
18
Properties=species:S:1:pos:R:3:lowdin_charge:R:1
N -0.3715 0.4962 -1.6253 0.085
C 1.2604 0.8214 0.3087 -0.261
C -0.8712 -0.3714 -0.9180 -0.176
C -1.4121 -1.1969 -0.0572 -0.156
C 0.5982 1.3829 -0.9498 -0.223
C 2.1239 -0.4145 0.0402 -0.108
C -2.5735 -0.7368 0.7871 -0.109
H 1.8780 1.6282 0.7174 0.105
H -0.9830 -2.1861 0.0716 0.102
H -2.7458 0.3344 0.6385 0.076
H 3.0692 -0.1288 -0.4321 0.072
H -3.4965 -1.2664 0.5318 0.067
H 2.3589 -0.9526 0.9645 0.072
H 1.3584 1.6536 -1.6880 0.109
H 1.6242 -1.1219 -0.6301 0.064
H 0.0448 2.2965 -0.7001 0.113
H -2.3706 -0.8970 1.8518 0.070
H 0.5005 0.5973 1.0677 0.098
```

Top of the stability list: <R>, leading by 0.0507 hartree.

<P>
Computed, not measured: a molecular structure, C6H11N, with wB97M-V/def2-TZVPD.

Computed properties:
Highest occupied orbital energy = -7.3 eV
Gap between HOMO and LUMO = 8.42 eV
LUMO level = 1.105 eV

The geometry in XYZ format:
```
18
Properties=species:S:1:pos:R:3:lowdin_charge:R:1
N -0.2593 -0.0986 2.5683 0.064
C -0.2553 0.0444 0.1047 -0.525
C 0.2814 -1.3069 -0.1826 -0.043
C -0.4448 0.6519 1.3959 -0.189
C 1.0305 -0.0789 -0.6454 -0.258
C 1.0852 0.2918 -2.0960 -0.069
C -1.5783 0.5820 -0.1342 0.051
H 1.8233 -0.3134 -2.6226 0.074
H -0.8102 0.1757 3.3692 0.078
H 0.7134 -1.8995 0.6115 0.096
H -0.2934 -1.0994 2.4163 0.074
H -0.2418 -1.8851 -0.9305 0.111
H -0.2633 1.7091 1.5328 0.118
H 1.9221 0.1707 -0.0802 0.140
H -1.7048 1.5612 -0.5608 0.063
H 1.3617 1.3395 -2.2077 0.075
H 0.1133 0.1445 -2.5618 0.078
H -2.4796 0.0110 0.0229 0.063
```

<Q>
Computed, not measured: 2 unconnected molecules or ions with the total composition C6H11N, with wB97M-V/def2-TZVPD.

Computed properties:
Highest occupied orbital energy = -8.2 eV
Gap between HOMO and LUMO = 9.18 eV
LUMO level = 0.965 eV
SMILES string = C/C=C(/C)N.C#C

The geometry in XYZ format:
```
18
Properties=species:S:1:pos:R:3:lowdin_charge:R:1
N 0.3738 1.4870 -1.3045 0.125
C 0.6953 1.3925 1.0891 -0.053
C -0.1190 1.0502 -0.1023 -0.431
C 1.8522 -2.6642 1.3714 -0.026
C -1.0262 0.0181 -0.0243 -0.234
C 1.1204 -1.8259 0.9112 -0.057
C -1.8711 -0.3861 -1.2079 -0.113
H -1.2454 -0.8145 -1.9960 0.069
H 2.5287 -3.3965 1.7103 -0.007
H 1.5112 0.6175 1.1085 0.081
H 1.3423 1.7640 -1.3368 0.099
H 1.0334 2.4256 1.0713 0.080
H -2.4172 0.4549 -1.6426 0.075
H 0.1427 1.2313 2.0122 0.085
H 0.1743 -1.1812 0.4577 0.049
H -1.5404 -0.0625 0.9267 0.107
H 0.0569 1.0140 -2.1361 0.085
H -2.6119 -1.1242 -0.9080 0.068
```

<R>
Computed, not measured: 2 unconnected molecules or ions with the total composition C6H11N, with wB97M-V/def2-TZVPD.

Computed properties:
Highest occupied orbital energy = -8.4 eV
Gap between HOMO and LUMO = 9.35 eV
LUMO level = 0.953 eV
SMILES string = C=CC=C.C=CN

The geometry in XYZ format:
```
18
Properties=species:S:1:pos:R:3:lowdin_charge:R:1
N 1.4345 1.1909 -1.5310 0.018
C 0.4384 0.2118 -1.7090 -0.293
C -2.1897 -0.6676 1.0572 0.006
C 1.2150 -0.0028 2.2440 0.001
C -1.1389 0.0399 1.4830 -0.213
C 0.0812 -0.6380 1.9465 -0.216
C -0.1360 -0.0630 -2.8742 -0.023
H -3.1019 -0.2025 0.7137 0.054
H -2.1715 -1.7474 1.1528 0.059
H 1.3019 1.0750 2.1749 0.061
H 0.1351 0.4530 -3.7878 0.044
H 0.2205 -0.2590 -0.7611 0.067
H 2.0288 -0.5194 2.7363 0.051
H -0.9097 -0.8079 -2.9931 0.037
H -0.0645 -1.6633 2.2721 0.101
H -1.1393 1.1129 1.3320 0.105
H 2.2655 0.8200 -1.0897 0.073
H 1.7307 1.6674 -2.3667 0.068
```

Top of the stability list: <R>, leading by 0.0279 hartree.

<P>
Computed, not measured: a single C6H11N molecule, with wB97M-V/def2-TZVPD.

Computed properties:
Highest occupied orbital energy = -7.3 eV
Gap between HOMO and LUMO = 8.47 eV
LUMO level = 1.143 eV
SMILES string = C=CCN/C=C/C

The geometry in XYZ format:
```
18
Properties=species:S:1:pos:R:3:lowdin_charge:R:1
N -0.1462 -0.3903 0.6633 -0.034
C 3.2016 1.1828 -0.0829 -0.144
C -2.1107 -0.0096 -0.7345 -0.152
C -3.3998 -0.3059 -0.5851 -0.009
C -1.0905 -1.0140 -0.2227 -0.255
C 2.1237 0.6224 0.7754 -0.190
C 1.1350 -0.1180 0.2417 -0.187
H -0.3335 -0.3588 1.6524 0.135
H 3.0785 0.9120 -1.1203 0.065
H 1.2766 -0.4453 -0.7921 0.112
H 4.1578 0.9972 0.4275 0.066
H -1.6737 0.6795 -1.4501 0.106
H 2.3272 0.4372 1.8278 0.091
H 3.3359 2.2751 -0.0460 0.066
H -1.5784 -1.9184 0.1606 0.112
H -0.5396 -1.5175 -1.0299 0.111
H -3.7963 -1.3079 -0.4970 0.057
H -4.1194 0.5072 -0.5296 0.050
```

<Q>
Computed, not measured: a single C6H11N molecule, with wB97M-V/def2-TZVPD.

Computed properties:
Highest occupied orbital energy = -7.6 eV
Gap between HOMO and LUMO = 8.51 eV
LUMO level = 0.953 eV
SMILES string = C=CC/C(C)=C/N

The geometry in XYZ format:
```
18
Properties=species:S:1:pos:R:3:lowdin_charge:R:1
N 1.8476 1.4231 -1.8176 0.053
C -1.2074 -0.6310 1.4469 -0.179
C 1.4898 0.3357 -1.0864 -0.223
C -0.9471 0.9163 -0.8290 -0.111
C 0.0123 -0.9056 0.5998 -0.177
C 0.3162 0.2403 -0.4594 -0.324
C -1.3891 -1.5206 2.4924 0.000
H 2.1972 -0.5292 -1.0136 0.134
H 2.4067 1.2768 -2.6185 0.071
H 0.9672 -1.1131 1.0404 0.093
H -1.7662 0.0966 -0.8209 0.111
H -1.1657 1.7643 -0.1164 0.094
H -1.7225 0.2313 1.2264 0.042
H -1.0926 -2.5270 2.4315 0.030
H 1.0518 2.0714 -1.8883 0.087
H -0.8164 1.3998 -1.8663 0.090
H -2.1425 -1.3886 3.3003 0.052
H -0.4981 -1.8543 0.0631 0.158
```

<R>
Computed, not measured: a single C6H11N molecule, with wB97M-V/def2-TZVPD.

Computed properties:
Highest occupied orbital energy = -7.7 eV
Gap between HOMO and LUMO = 8.67 eV
LUMO level = 0.973 eV
SMILES string = C=C(/C=C/C)NC

The geometry in XYZ format:
```
18
Properties=species:S:1:pos:R:3:lowdin_charge:R:1
N -1.3659 -0.4649 0.4874 -0.094
C 2.8976 0.7233 1.0590 -0.121
C 0.9678 -0.3429 -0.1135 -0.091
C -0.4206 -0.3175 -0.5797 -0.365
C 1.6773 0.7293 0.2405 -0.164
C -0.8007 0.3489 -1.7068 0.046
C -2.7897 -0.7712 0.2600 -0.120
H -0.1437 1.1593 -2.1219 0.077
H -1.8434 0.2096 -2.0116 0.042
H -3.2985 -1.0357 1.1978 0.073
H 1.4283 1.6976 -0.2085 0.111
H 3.7645 1.1121 0.5313 0.072
H 2.8286 1.2094 2.0429 0.080
H -3.3332 0.1314 -0.1222 0.077
H -2.7509 -1.6019 -0.4589 0.086
H -1.1929 0.2103 1.2155 0.113
H 3.2184 -0.2628 1.3835 0.070
H 1.2826 -1.3205 0.2156 0.107
```

<S>
Computed, not measured: a single C6H11N molecule, with wB97M-V/def2-TZVPD.

Computed properties:
Highest occupied orbital energy = -11.4 eV
Gap between HOMO and LUMO = 12.28 eV
LUMO level = 0.923 eV
SMILES string = CCC[C@@H](C)C#N

The geometry in XYZ format:
```
18
Properties=species:S:1:pos:R:3:lowdin_charge:R:1
N 0.6958 1.9960 2.1480 0.158
C 0.0350 -0.2170 -0.4589 -0.192
C -2.4772 -0.1520 -1.0091 -0.115
C -1.3849 0.0760 0.0316 -0.276
C 0.8638 1.0474 1.5070 -0.216
C 2.5278 -0.1925 0.1994 -0.068
C 1.0723 -0.1554 0.6812 -0.372
H 3.2162 -0.1805 1.0499 0.084
H 2.7140 -1.0993 -0.3842 0.082
H 0.8959 -1.0143 1.3428 0.146
H 0.0885 -1.2210 -0.9015 0.122
H -2.4743 -1.1831 -1.3807 0.072
H -2.3623 0.5175 -1.8690 0.074
H 2.7486 0.6766 -0.4285 0.087
H -1.4265 1.1159 0.3770 0.104
H 0.3186 0.4907 -1.2496 0.125
H -3.4620 0.0400 -0.5696 0.071
H -1.5894 -0.5449 0.9145 0.116
```

Top of the stability list: <S>, leading by 0.0998 hartree.